C35H52OP4STc | the ωB97M-V functional and the def2-TZVPD basis

2S+1 = 4
gap between HOMO and LUMO (spin up / spin down) = 0.1797 / 0.1740 hartree
total charge = +4
DFT total energy = -3282.9230 a.u.
E_HOMO (spin up / spin down) = -18.51 / -18.51 eV
strongest force on any atom = 4.80 eV/Å

Last column: Mulliken spin population.
Element x y z (Å)
Tc (0.3957, 0.6104, -0.6857)  1.8288
P (-0.5764, 2.7466, 0.3819)  -0.0312
P (-1.8340, 0.1681, -0.9958)  0.0240
P (2.3517, 1.6839, -0.4704)  0.0479
H (1.3635, 0.7590, -3.5735)  0.0284
C (2.0308, -0.1763, -3.5039)  0.4799
C (1.5726, -1.4302, -3.1483)  -0.1104
H (2.2123, -2.2186, -3.5872)  0.0058
C (-0.8938, 3.9573, -1.0014)  0.0037
C (-2.2013, 2.9955, 1.2666)  -0.0055
C (0.3320, 3.8224, 1.6146)  -0.0061
C (-2.2795, -1.4549, -1.7428)  0.0121
C (-2.9674, -0.0346, 0.4670)  0.0089
C (-2.8704, 1.2900, -2.0496)  -0.0090
C (3.6437, 0.8416, -1.3922)  0.0704
C (3.1329, 1.7454, 1.1984)  0.0301
C (2.4959, 3.3853, -1.1260)  0.0013
H (3.0506, -0.1942, -4.0040)  -0.0114
H (1.2227, -1.7339, -2.1057)  0.0450
H (-1.3501, 4.8482, -0.5574)  -0.0010
H (-1.5650, 3.5007, -1.7337)  0.0013
H (0.0468, 4.2173, -1.4888)  -0.0021
H (-2.3309, 4.0753, 1.4469)  -0.0020
H (-2.1816, 2.4774, 2.2399)  0.0015
H (-3.0538, 2.6430, 0.6762)  0.0002
H (-0.3089, 4.6883, 1.8632)  -0.0019
H (1.2876, 4.2115, 1.2422)  0.0000
H (0.5040, 3.2542, 2.5407)  -0.0007
H (-3.3315, -1.6576, -1.4872)  0.0069
H (-1.6711, -2.2391, -1.2908)  -0.0081
H (-2.1140, -1.3695, -2.8272)  0.0067
H (-3.7579, 0.7265, 0.4674)  0.0016
H (-2.4194, -0.0153, 1.4157)  -0.0001
H (-3.4464, -1.0184, 0.3879)  0.0017
H (-3.8552, 0.8106, -2.1656)  -0.0011
H (-2.3996, 1.4015, -3.0368)  0.0020
H (-3.0061, 2.2782, -1.5896)  0.0001
H (4.4449, 1.5044, -1.7034)  0.0057
H (3.1650, 0.4487, -2.2847)  -0.0300
H (4.0263, -0.0101, -0.8408)  -0.0201
H (4.0181, 2.3945, 1.2300)  0.0065
H (3.4599, 0.7380, 1.4863)  -0.0019
H (2.4324, 2.0980, 1.9618)  -0.0002
H (3.5232, 3.5891, -1.4379)  -0.0020
H (2.1985, 4.1408, -0.3974)  -0.0004
H (1.8551, 3.4756, -2.0053)  0.0036
C (-1.1470, -1.3863, -5.4999)  0.0273
C (-1.0619, 0.0210, -5.4229)  0.0158
C (-1.7666, 0.8119, -6.3277)  0.0033
C (-2.5745, 0.2162, -7.3185)  0.0115
C (-2.8059, -1.1599, -7.3155)  -0.0021
C (-2.1061, -1.9256, -6.3709)  0.0073
S (-0.0669, -2.4574, -4.6168)  0.4768
H (-0.8836, -3.1008, -3.6579)  -0.0046
H (-0.4782, 0.4570, -4.5760)  -0.0063
H (-1.7016, 1.9106, -6.1715)  0.0006
H (-3.0888, 0.8867, -7.9890)  0.0003
H (-3.5679, -1.5784, -7.9828)  0.0010
H (-2.3191, -2.9872, -6.3182)  -0.0056
O (0.4864, -0.7007, 0.8405)  0.0916
P (0.5554, -1.3218, 2.2467)  -0.0216
C (-0.8105, -2.5099, 2.5112)  0.0115
C (-1.2910, -3.3170, 1.4600)  0.0007
C (-2.4137, -4.1386, 1.6403)  -0.0008
C (-3.0142, -4.2408, 2.9009)  -0.0002
C (-2.4920, -3.5265, 3.9826)  -0.0001
C (-1.4129, -2.6594, 3.7822)  -0.0016
C (2.1242, -2.1444, 2.5269)  0.0092
C (2.5678, -2.4498, 3.8295)  -0.0030
C (3.8073, -3.0604, 3.9972)  0.0016
C (4.6093, -3.3662, 2.9038)  -0.0003
C (4.1538, -3.0814, 1.6199)  0.0003
C (2.9086, -2.4945, 1.4170)  0.0011
C (0.3774, 0.0209, 3.4416)  0.0116
C (-0.9044, 0.5108, 3.7468)  0.0023
C (-1.0962, 1.6090, 4.5798)  -0.0004
C (0.0237, 2.2601, 5.0950)  0.0007
C (1.3108, 1.8318, 4.7945)  -0.0015
C (1.4699, 0.7244, 3.9606)  -0.0004
H (-0.8035, -3.2873, 0.4838)  -0.0004
H (-2.8268, -4.7032, 0.7992)  0.0000
H (-3.8875, -4.8812, 3.0447)  0.0001
H (-2.9649, -3.5975, 4.9704)  0.0000
H (-1.0244, -2.1092, 4.6392)  0.0002
H (1.9734, -2.2223, 4.7135)  -0.0001
H (4.1774, -3.2768, 4.9996)  0.0000
H (5.6031, -3.8067, 3.0460)  -0.0001
H (4.7739, -3.3231, 0.7628)  0.0000
H (2.5565, -2.3022, 0.4006)  -0.0052
H (-1.7854, 0.0115, 3.3582)  -0.0003
H (-2.1009, 1.9793, 4.8141)  0.0001
H (-0.1017, 3.1360, 5.7158)  0.0000
H (2.1965, 2.3756, 5.1592)  0.0001
H (2.4708, 0.3787, 3.7295)  0.0008

---

C35H53AsN5P2S2Si2V | the ωB97M-V functional and the def2-TZVPD basis

2S+1 = 4
gap between HOMO and LUMO (spin up / spin down) = 0.1952 / 0.1998 hartree
total charge = +1
DFT total energy = -6877.0665 a.u.
E_HOMO (spin up / spin down) = -8.39 / -8.62 eV
strongest force on any atom = 0.29 eV/Å

Last column: Mulliken spin population.
Element x y z (Å)
V (1.0877, -0.4436, -0.1619)  2.1762
C (2.9110, 1.7331, 2.1545)  0.0122
P (1.2344, 1.5273, 1.4653)  0.0362
C (0.2439, 1.0276, 2.9327)  0.0012
N (0.6006, 1.4925, 4.1054)  -0.0033
C (-0.2029, 1.2346, 5.1661)  -0.0004
C (0.1476, 1.7152, 6.4494)  0.0001
C (-0.6936, 1.4955, 7.5000)  0.0001
C (-1.9101, 0.7911, 7.3213)  -0.0003
C (-2.2644, 0.3082, 6.0963)  0.0000
C (-1.4069, 0.5178, 4.9909)  -0.0011
N (-1.7271, -0.0040, 3.7824)  0.0006
C (-0.9162, 0.2051, 2.7758)  -0.0395
P (-1.2686, -0.6763, 1.1804)  0.0983
C (-2.7237, 0.2490, 0.5748)  0.0037
C (-2.0143, -2.3131, 1.7402)  0.0077
C (-2.0594, -3.2243, 0.5066)  0.0153
C (-1.1356, -2.9751, 2.8032)  0.0079
C (-3.4393, -2.1705, 2.2834)  -0.0009
C (0.6562, 3.2820, 1.1779)  -0.0023
C (-0.7935, 3.2421, 0.7012)  0.0119
C (0.7739, 4.1483, 2.4304)  0.0029
C (1.5206, 3.8583, 0.0586)  0.0029
H (2.9110, 2.2952, 3.0859)  -0.0014
H (3.5138, 2.2490, 1.4057)  0.0017
H (3.3737, 0.7573, 2.3087)  -0.0045
H (1.0741, 2.2621, 6.5588)  0.0000
H (-0.4382, 1.8666, 8.4831)  0.0000
H (-2.5600, 0.6364, 8.1717)  0.0000
H (-3.1842, -0.2381, 5.9380)  0.0000
H (-3.3919, 0.5120, 1.3945)  -0.0036
H (-3.2638, -0.3651, -0.1440)  0.0062
H (-2.3884, 1.1445, 0.0614)  0.0145
H (-1.0705, -3.3812, 0.0744)  0.0083
H (-2.7064, -2.8278, -0.2745)  0.0058
H (-2.4664, -4.1943, 0.8026)  0.0003
H (-0.1246, -3.1586, 2.4339)  -0.0008
H (-1.5684, -3.9482, 3.0494)  0.0005
H (-1.0863, -2.3951, 3.7225)  0.0000
H (-4.1282, -1.8082, 1.5218)  0.0004
H (-3.4819, -1.5065, 3.1451)  0.0002
H (-3.7890, -3.1590, 2.5903)  -0.0005
H (-1.4636, 2.8315, 1.4600)  0.0006
H (-0.8717, 2.6669, -0.2246)  0.0065
H (-1.1224, 4.2624, 0.4903)  -0.0002
H (0.1227, 3.8052, 3.2334)  0.0010
H (0.4758, 5.1666, 2.1709)  -0.0017
H (1.7945, 4.1925, 2.8105)  0.0002
H (1.4566, 3.2291, -0.8283)  0.0025
H (2.5652, 3.9715, 0.3517)  0.0004
H (1.1443, 4.8513, -0.1990)  0.0017
N (1.8226, -4.5929, -0.8798)  0.0081
C (1.3913, -4.4522, -2.1873)  -0.0097
C (1.3190, -5.3585, -3.2397)  0.0024
C (0.8877, -4.8577, -4.4491)  -0.0017
C (0.5584, -3.5008, -4.6066)  0.0029
C (0.6283, -2.6100, -3.5584)  -0.0129
C (1.0318, -3.1068, -2.3187)  0.0629
N (1.2132, -2.4658, -1.0939)  0.0112
C (1.7015, -3.3819, -0.2895)  0.0676
C (2.0824, -3.0680, 1.0750)  0.0108
C (2.6278, -3.8792, 2.0208)  0.0075
S (2.8390, -3.0132, 3.4727)  0.0057
C (2.1872, -1.6262, 2.7380)  0.0387
N (1.8321, -1.7771, 1.4912)  -0.0680
H (2.1716, -5.4343, -0.4556)  0.0002
H (1.5960, -6.3968, -3.1214)  0.0001
H (0.8173, -5.5199, -5.3008)  0.0000
H (0.2501, -3.1481, -5.5816)  -0.0001
H (0.4102, -1.5566, -3.6708)  -0.0110
H (2.9036, -4.9168, 1.9410)  0.0001
H (2.0640, -0.7074, 3.2904)  -0.0011
S (4.3953, -0.0193, -1.3417)  0.1809
C (2.9595, -0.1539, -0.8499)  0.0391
C (-2.3732, -1.1094, -2.7050)  -0.0275
Si (-1.6576, 0.5174, -3.3283)  -0.0020
C (-1.5205, 0.3659, -5.1989)  0.0028
C (-2.8586, 1.9138, -2.9578)  0.0124
As (0.3786, 0.8614, -2.2650)  0.2652
Si (1.4843, 2.2548, -3.7632)  -0.0173
C (2.0683, 1.2668, -5.2506)  0.0081
C (0.3340, 3.6248, -4.3335)  0.0018
C (3.0045, 3.0942, -3.0308)  0.0010
H (-3.4624, -1.1303, -2.7893)  -0.0009
H (-2.0981, -1.2730, -1.6654)  0.0517
H (-1.9759, -1.9493, -3.2771)  0.0030
H (-2.5048, 0.1391, -5.6169)  0.0002
H (-0.8449, -0.4434, -5.4837)  -0.0011
H (-1.1641, 1.2815, -5.6735)  -0.0001
H (-3.7959, 1.7753, -3.5029)  0.0012
H (-2.4344, 2.8739, -3.2533)  -0.0011
H (-3.0940, 1.9720, -1.8927)  -0.0020
H (1.2422, 0.7457, -5.7345)  0.0003
H (2.7973, 0.5149, -4.9396)  -0.0013
H (2.5435, 1.9145, -5.9914)  0.0009
H (-0.5398, 3.2491, -4.8687)  0.0002
H (0.8709, 4.2984, -5.0065)  0.0000
H (-0.0192, 4.2080, -3.4810)  0.0004
H (3.5836, 2.4475, -2.3720)  0.0028
H (2.7445, 3.9954, -2.4771)  -0.0003
H (3.6561, 3.3958, -3.8551)  0.0004

---

C35H53AsNOP2V | the ωB97M-V functional and the def2-TZVPD basis

2S+1 = 4
gap between HOMO and LUMO (spin up / spin down) = 0.2608 / 0.2306 hartree
total charge = +1
DFT total energy = -5357.6206 a.u.
E_HOMO (spin up / spin down) = -9.91 / -9.84 eV
strongest force on any atom = 6.19 eV/Å

Last column: Mulliken spin population.
Element x y z (Å)
V (0.8277, 0.4681, -0.9968)  2.5042
P (0.3095, -1.4873, -2.3684)  -0.0742
P (0.6854, 2.7323, -0.5236)  -0.1945
N (1.0132, 1.1960, -3.0213)  -0.0291
C (1.3667, -1.1059, -3.8511)  -0.0029
H (2.2890, -1.6987, -3.8183)  0.0086
H (0.8192, -1.4020, -4.7479)  -0.0069
C (1.7504, 0.3571, -3.9730)  0.0387
H (2.8354, 0.5154, -3.8109)  -0.0003
H (1.5668, 0.7303, -5.0008)  0.0007
C (1.1635, 2.6386, -3.2408)  0.0102
H (0.1888, 3.0657, -3.5502)  -0.0072
H (1.8695, 2.8257, -4.0654)  0.0019
C (1.6995, 3.2639, -1.9594)  0.0334
H (1.6887, 4.3528, -2.0359)  -0.0003
H (2.7409, 2.9425, -1.7811)  0.0095
C (1.5654, 3.5381, 0.8849)  -0.0698
C (2.5494, 2.5545, 1.5313)  0.1044
H (3.3255, 2.2110, 0.8352)  -0.0057
H (2.0323, 1.6642, 1.9229)  -0.0145
H (3.0422, 3.0516, 2.3777)  0.0013
C (-0.8796, 3.6751, -0.8592)  0.0296
C (-2.0064, 3.3016, 0.1118)  -0.0097
H (-2.9533, 3.2440, -0.4456)  0.0019
H (-2.1349, 4.0539, 0.9033)  -0.0003
H (-1.8547, 2.3254, 0.5980)  0.0126
C (-1.1831, -2.3969, -3.0871)  0.0170
C (-1.8001, -3.3405, -2.0550)  0.0006
H (-2.8846, -3.4047, -2.2269)  0.0004
H (-1.6767, -2.9700, -1.0288)  -0.0024
H (-1.3902, -4.3575, -2.1291)  0.0001
C (1.4051, -2.9478, -1.7295)  0.0403
C (0.9474, -3.4899, -0.3767)  -0.0852
H (1.7777, -4.0308, 0.1049)  0.0012
H (0.1128, -4.2000, -0.4623)  0.0006
H (0.6432, -2.6934, 0.3183)  0.0477
C (2.6379, 0.1774, -0.8813)  0.1436
O (3.7945, 0.0266, -0.9789)  0.2396
C (-0.6345, 5.1913, -0.9718)  0.0008
H (0.3861, 5.5085, -0.7129)  -0.0002
H (-0.8219, 5.5304, -2.0008)  -0.0005
H (-1.3299, 5.7391, -0.3228)  0.0001
C (-1.0141, -3.0389, -4.4782)  -0.0011
H (-1.8235, -3.7687, -4.6430)  -0.0003
H (-1.1026, -2.2692, -5.2582)  0.0011
H (-0.0601, -3.5666, -4.6142)  -0.0006
C (1.6167, -4.1092, -2.7082)  0.0023
H (2.3252, -4.8264, -2.2624)  -0.0015
H (0.6893, -4.6648, -2.9005)  -0.0005
H (2.0511, -3.8028, -3.6673)  0.0005
C (0.6125, 4.1472, 1.9129)  -0.0016
H (-0.1526, 3.4252, 2.2287)  0.0000
H (1.1924, 4.4296, 2.8003)  0.0006
H (0.1208, 5.0513, 1.5360)  0.0005
H (2.1280, 4.3597, 0.4037)  -0.0065
H (2.3808, -2.4465, -1.5866)  0.0058
H (-1.1751, 3.2999, -1.8538)  -0.0005
H (-1.9110, -1.5789, -3.2306)  0.0083
H (-0.0706, 0.8395, -3.0513)  -0.0055
H (-0.7734, 0.0342, -2.8833)  -0.0786
C (-2.0672, 2.3339, 4.8957)  -0.0013
C (-0.6881, 2.1404, 4.7775)  0.0011
C (-0.1475, 1.4208, 3.7047)  0.0019
C (-1.0022, 0.9210, 2.6912)  0.0205
C (-2.3930, 1.1022, 2.8183)  -0.0079
C (-2.9124, 1.8074, 3.9099)  0.0006
As (-0.2169, -0.1780, 1.1915)  0.2492
C (0.9484, -1.2140, 2.4465)  -0.0489
C (2.2931, -1.4801, 2.0944)  0.0859
C (3.1313, -2.1072, 3.0182)  0.0160
C (2.6721, -2.4759, 4.2724)  -0.0001
C (1.3314, -2.2282, 4.6272)  0.0008
C (0.4804, -1.5966, 3.7041)  -0.0038
C (-1.7578, -1.4364, 1.0181)  -0.0104
C (-1.7615, -2.6985, 1.6323)  -0.0042
C (-2.9061, -3.5054, 1.5501)  0.0005
C (-4.0414, -3.0623, 0.8682)  0.0010
C (-4.0268, -1.8169, 0.2383)  0.0022
C (-2.8829, -1.0082, 0.2807)  0.0027
H (-2.4733, 2.8825, 5.7328)  0.0000
H (0.0043, 2.5428, 5.5300)  0.0001
H (0.9088, 1.2157, 3.6617)  0.0031
H (-3.0504, 0.6749, 2.0766)  -0.0009
H (-3.9998, 1.9390, 3.9796)  0.0000
H (2.6599, -1.1942, 1.1131)  0.0258
H (4.1730, -2.2997, 2.7183)  0.0006
H (3.3347, -2.9560, 4.9879)  -0.0001
H (0.9463, -2.5090, 5.5990)  0.0000
H (-0.5590, -1.3876, 3.9858)  0.0001
H (-0.8960, -3.0370, 2.1862)  -0.0003
H (-2.8987, -4.4793, 2.0517)  -0.0001
H (-4.9364, -3.6814, 0.8345)  0.0001
H (-4.9135, -1.4463, -0.2881)  0.0000
H (-2.8704, -0.0527, -0.2274)  -0.0020